Arrangement P

A 3-piece molecular cluster, C6H12Cl6 overall, computed with wB97M-V/def2-TZVPD.

Geometry (Å):
Cl  0.42  -4.49  1.94
C  -0.85  -3.36  2.26
C  -1.44  -2.92  0.89
Cl  -2.06  -4.31  -0.06
H  -0.33  -2.55  2.78
H  -1.62  -3.85  2.85
H  -0.66  -2.49  0.25
H  -2.16  -2.11  0.98
Cl  -0.14  0.17  0.40
C  -1.04  1.57  1.19
C  -0.13  2.26  2.15
Cl  0.55  1.23  3.38
H  -1.88  1.11  1.71
H  -1.41  2.19  0.38
H  -0.68  3.03  2.70
H  0.77  2.75  1.78
Cl  1.96  2.83  -1.51
C  1.12  1.74  -2.63
C  2.01  1.28  -3.81
Cl  1.25  0.01  -4.84
H  0.19  2.20  -2.97
H  0.77  0.86  -2.08
H  2.87  0.79  -3.35
H  2.48  2.07  -4.38

- HOMO-LUMO gap (alpha / beta) (eV) = 9.757 / 2.270
- total charge = +1
- 2S+1 = 2
- LUMO energy (alpha / beta) (Ha) = -0.1170 / -0.3920
- HOMO energy (alpha / beta) (eV) = -12.940 / -12.937

These are the natural (NBO) partial charges, in e, on atoms 1 to 2: 0.32 -0.44

Arrangement Q

A 3-piece molecular cluster, C6H12Cl6 overall, computed with wB97M-V/def2-TZVPD.

Geometry (Å):
Cl  2.73  2.03  -2.18
C  2.37  3.26  -0.86
C  2.83  2.82  0.54
Cl  1.95  1.46  1.31
H  1.29  3.35  -0.73
H  2.89  4.19  -1.08
H  2.75  3.70  1.18
H  3.87  2.50  0.62
Cl  -2.06  0.35  0.09
C  -0.77  0.84  -1.17
C  -0.57  -0.17  -2.29
Cl  0.43  -1.54  -1.63
H  0.13  1.09  -0.62
H  -1.13  1.79  -1.57
H  0.06  0.27  -3.06
H  -1.44  -0.70  -2.67
Cl  -0.77  -4.45  2.87
C  -1.18  -3.33  1.54
C  -2.66  -3.00  1.67
Cl  -3.05  -2.36  3.37
H  -0.79  -3.70  0.60
H  -0.64  -2.40  1.74
H  -3.40  -3.76  1.39
H  -2.84  -2.23  0.93

- HOMO-LUMO gap (alpha / beta) (eV) = 9.640 / 2.726
- total charge = +1
- 2S+1 = 2
- LUMO energy (alpha / beta) (Ha) = -0.1310 / -0.3850
- HOMO energy (alpha / beta) (eV) = -13.204 / -13.203

These are the natural (NBO) partial charges, in e, on atoms 1 to 2: -0.08 -0.37

Stability, lowest: arrangement P

Arrangement P

One molecule with the formula C5H8O3, computed with wB97M-V/def2-TZVPD.

Geometry (Å):
C  0.90  -1.57  0.58
C  0.53  -0.31  0.29
C  1.44  0.83  0.30
O  1.04  1.99  0.19
O  2.75  0.54  0.17
C  -1.10  0.32  0.16
C  -1.47  0.27  -1.31
O  -1.94  -0.47  0.93
H  1.90  -1.81  0.93
H  0.18  -2.38  0.58
H  3.19  1.40  0.05
H  -1.20  1.33  0.54
H  -2.51  0.60  -1.43
H  -0.84  0.94  -1.89
H  -1.39  -0.75  -1.71
H  -1.45  -0.93  1.63

- SMILES = C=C(C(=O)O)[C@@H](C)O
- HOMO-LUMO gap (eV) = 10.372
- LUMO energy (Ha) = 0.0071
- HOMO energy (eV) = -10.180

These are the natural (NBO) partial charges, in e, on atoms 1 to 2: -0.34 -0.14

Arrangement Q

One molecule with the formula C5H8O3, computed with wB97M-V/def2-TZVPD.

Geometry (Å):
O  1.29  0.76  -1.73
C  0.40  -0.01  -0.97
C  1.03  -1.01  0.15
O  0.19  -0.90  1.34
C  -0.98  -0.51  0.74
C  -1.80  0.77  0.56
C  -0.45  0.78  -0.07
O  0.38  1.55  0.69
H  2.00  0.18  -1.95
H  -0.22  -0.61  -1.57
H  1.10  -2.06  -0.16
H  2.08  -0.79  0.41
H  -1.43  -1.27  0.11
H  -1.72  1.54  1.29
H  -2.78  0.64  -0.02
H  0.93  0.94  1.20

- SMILES = O[C@H]1CO[C@H]2C[C@@]21O
- HOMO-LUMO gap (eV) = 9.160
- LUMO energy (Ha) = 0.0267
- HOMO energy (eV) = -8.433

These are the natural (NBO) partial charges, in e, on atoms 1 to 2: -0.68 0.06

Arrangement R

One molecule with the formula C5H8O3, computed with wB97M-V/def2-TZVPD.

Geometry (Å):
C  -0.64  0.42  -0.43
C  1.33  -1.43  -0.25
C  0.98  -0.02  0.05
C  -2.24  -0.19  0.33
C  1.74  0.96  0.48
O  -0.93  -0.28  0.90
O  -0.72  1.77  -0.44
O  -3.01  0.76  0.33
H  -1.67  1.99  -0.31
H  -0.64  -0.12  -1.38
H  -2.62  -1.22  0.37
H  0.82  -2.10  0.44
H  2.41  -1.55  -0.15
H  1.06  -1.70  -1.27
H  2.80  0.80  0.61
H  1.33  1.93  0.74

- HOMO-LUMO gap (eV) = 9.613
- LUMO energy (Ha) = 0.0161
- HOMO energy (eV) = -9.176

These are the natural (NBO) partial charges, in e, on atoms 1 to 2: 0.21 -0.67

Arrangement S

A 2-piece molecular cluster, C5H8O3 overall, computed with wB97M-V/def2-TZVPD.

Geometry (Å):
C  -2.25  -0.24  1.04
C  -0.67  -0.95  -0.61
C  0.13  1.44  -0.47
C  1.21  -0.59  0.72
C  0.49  -0.05  -0.50
O  -2.08  0.22  2.12
O  -0.87  -1.89  -1.33
O  1.40  -0.19  -1.59
H  -3.24  -0.25  0.61
H  -0.12  1.75  0.57
H  0.86  1.94  -0.90
H  -0.73  1.83  -1.04
H  2.23  -0.28  0.54
H  0.90  0.04  1.60
H  1.12  -1.61  0.76
H  1.63  -1.17  -1.52

- HOMO-LUMO gap (alpha / beta) (eV) = 8.554 / 8.554
- LUMO energy (alpha / beta) (Ha) = 0.0170 / 0.0170
- HOMO energy (alpha / beta) (eV) = -8.091 / -8.091

These are the natural (NBO) partial charges, in e, on atoms 1 to 2: 0.34 0.59

Stability, lowest: arrangement Q

Arrangement P

One molecule with the formula C5H8O3, computed with wB97M-V/def2-TZVPD.

Geometry (Å):
C  1.13  -1.71  0.43
C  0.62  -0.31  -0.19
C  0.28  0.70  0.76
O  -0.24  1.72  0.17
O  0.35  0.40  2.19
C  0.40  0.03  -1.76
C  -0.63  -0.60  -1.00
O  -1.80  -0.14  -0.80
H  0.44  -1.92  1.41
H  2.16  -1.49  0.84
H  0.99  -2.43  -0.36
H  -0.06  1.27  2.64
H  1.18  -0.44  -2.51
H  0.46  1.20  -1.85
H  -0.93  -1.62  -1.06
H  -1.51  0.98  -1.03

- SMILES = C[C@@]1(C(=O)O)C[C@@H]1O
- HOMO-LUMO gap (eV) = 10.088
- LUMO energy (Ha) = 0.0248
- HOMO energy (eV) = -9.412

These are the natural (NBO) partial charges, in e, on atoms 1 to 2: -0.61 -0.23

Arrangement Q

One molecule with the formula C5H8O3, computed with wB97M-V/def2-TZVPD.

Geometry (Å):
O  0.88  1.82  -0.05
C  1.78  1.00  -0.25
C  1.61  -0.49  -0.08
C  0.29  -0.77  0.68
C  -0.99  -0.67  -0.31
C  -2.15  0.37  -0.01
O  -3.28  0.06  -0.26
O  -1.94  1.65  0.36
H  2.72  1.34  -0.65
H  1.50  -0.84  -1.14
H  2.41  -0.97  0.48
H  0.33  -1.91  0.85
H  0.12  -0.17  1.62
H  -0.62  -0.58  -1.35
H  -1.65  -1.62  -0.27
H  -1.02  1.77  0.37

- SMILES = O=CCCCC(=O)O
- HOMO-LUMO gap (eV) = 10.397
- LUMO energy (Ha) = 0.0153
- HOMO energy (eV) = -9.980

These are the natural (NBO) partial charges, in e, on atoms 1 to 2: -0.56 0.46

Stability, lowest: arrangement P

Arrangement P

A 2-piece molecular cluster, CH4S3 overall, computed with wB97M-V/def2-TZVPD.

Geometry (Å):
C  0.20  0.03  0.07
S  1.07  -0.90  -1.11
S  0.95  1.20  1.14
S  -0.82  -1.11  1.02
H  -1.42  1.26  -0.61
H  2.15  -0.12  -1.27
H  2.17  1.05  0.69
H  -1.97  -0.23  1.10

- HOMO-LUMO gap (alpha / beta) (eV) = 7.324 / 8.423
- LUMO energy (alpha / beta) (Ha) = -0.0252 / -0.0283
- HOMO energy (alpha / beta) (eV) = -8.010 / -9.194

These are the natural (NBO) partial charges, in e, on atoms 1 to 2: -0.62 0.14

Arrangement Q

CH4S3 as an isolated structure, computed with wB97M-V/def2-TZVPD.

Geometry (Å):
C  -0.12  -0.12  -0.45
S  -0.03  1.64  0.03
S  -1.68  -0.85  0.12
S  1.37  -1.04  -0.05
H  -0.40  -0.12  -1.84
H  1.18  1.85  -0.47
H  -1.56  -0.53  1.41
H  1.24  -0.82  1.26

- HOMO-LUMO gap (eV) = 9.619
- LUMO energy (Ha) = 0.0194
- HOMO energy (eV) = -9.092

These are the natural (NBO) partial charges, in e, on atoms 1 to 2: -0.70 0.01

Stability, lowest: arrangement P

Arrangement P

C37H33N7O5Rb as an isolated structure, computed with wB97M-V/def2-TZVPD.

Geometry (Å):
Rb  0.67  0.48  0.73
O  3.98  1.91  4.30
C  3.18  1.32  3.53
N  2.64  1.76  2.42
C  3.06  3.11  2.14
C  2.28  3.78  1.03
C  2.89  4.77  0.25
C  2.15  5.43  -0.72
C  0.81  5.09  -0.88
C  0.29  4.10  -0.08
N  1.00  3.45  0.85
C  2.79  -0.10  3.95
C  3.40  -0.62  5.08
C  3.08  -1.90  5.50
C  2.15  -2.63  4.76
C  1.59  -2.03  3.65
N  1.89  -0.79  3.24
H  4.13  3.17  1.88
H  2.96  3.76  3.03
H  3.93  4.99  0.40
H  2.61  6.19  -1.33
H  0.19  5.57  -1.63
H  -0.74  3.78  -0.18
H  4.11  0.00  5.60
H  3.54  -2.33  6.38
H  1.86  -3.63  5.04
H  0.88  -2.56  3.03
C  2.77  0.50  -5.11
N  1.47  0.81  -4.52
C  0.36  -0.05  -4.94
C  1.46  1.19  -3.25
N  1.41  1.62  -2.17
H  2.69  0.59  -6.19
H  3.09  -0.51  -4.85
H  3.51  1.22  -4.76
H  0.22  0.08  -6.02
H  -0.55  0.26  -4.43
H  0.57  -1.09  -4.72
C  -2.83  -1.72  -0.47
O  -3.75  -0.90  0.25
C  -3.35  -0.47  1.47
C  -2.30  -1.02  2.20
C  -1.99  -0.51  3.45
C  -2.72  0.53  4.00
C  -3.76  1.09  3.27
C  -4.06  0.61  2.01
N  -5.13  1.20  1.28
C  -5.24  1.59  0.01
C  -4.34  1.77  -1.02
C  -4.92  2.06  -2.31
C  -4.16  2.21  -3.42
C  -2.74  2.09  -3.31
C  -2.13  1.84  -2.13
C  -2.88  1.72  -0.89
O  -2.31  1.64  0.20
H  -3.26  -1.85  -1.46
H  -2.71  -2.70  0.01
H  -1.85  -1.25  -0.55
H  -1.70  -1.81  1.78
H  -1.15  -0.93  3.99
H  -2.47  0.93  4.98
H  -4.32  1.93  3.66
H  -5.98  1.29  1.81
H  -6.27  1.82  -0.24
H  -6.00  2.14  -2.37
H  -4.62  2.43  -4.37
H  -2.14  2.21  -4.20
H  -1.05  1.77  -2.06
O  1.87  -2.39  -3.35
C  1.52  -2.78  -2.25
N  0.89  -2.05  -1.28
C  0.68  -2.87  -0.21
O  0.13  -2.55  0.84
C  1.20  -4.26  -0.50
C  1.22  -5.42  0.24
C  1.79  -6.54  -0.34
C  2.32  -6.49  -1.63
C  2.29  -5.31  -2.37
C  1.72  -4.20  -1.78
H  0.80  -5.44  1.24
H  1.83  -7.48  0.21
H  2.76  -7.38  -2.06
H  2.71  -5.25  -3.37

- HOMO-LUMO gap (eV) = 6.226
- total charge = -1
- LUMO energy (Ha) = 0.0658
- HOMO energy (eV) = -4.436

These are the Löwdin partial charges, in e, on atoms 1 to 2: 0.74 -0.07

Arrangement Q

C37H33N7O5Rb as an isolated structure, computed with wB97M-V/def2-TZVPD.

Geometry (Å):
Rb  0.43  0.89  -0.30
O  4.82  0.66  2.00
C  3.96  1.03  1.14
N  2.87  1.73  1.34
C  2.71  2.13  2.71
C  1.31  2.42  3.18
C  1.13  3.02  4.43
C  -0.14  3.30  4.88
C  -1.22  2.97  4.07
C  -0.96  2.36  2.85
N  0.27  2.09  2.42
C  4.27  0.68  -0.30
C  5.61  0.41  -0.61
C  5.97  0.16  -1.92
C  4.98  0.16  -2.89
C  3.67  0.40  -2.49
N  3.32  0.65  -1.23
H  3.31  3.04  2.91
H  3.14  1.36  3.38
H  2.00  3.26  5.03
H  -0.30  3.78  5.84
H  -2.24  3.18  4.37
H  -1.77  2.09  2.18
H  6.32  0.41  0.21
H  7.00  -0.03  -2.17
H  5.22  -0.02  -3.93
H  2.87  0.38  -3.22
C  -2.34  -1.37  -4.02
N  -1.27  -2.36  -3.83
C  -0.90  -3.14  -5.00
C  -0.33  -2.13  -2.92
N  0.46  -2.06  -2.08
H  -3.28  -1.89  -4.20
H  -2.11  -0.70  -4.85
H  -2.42  -0.75  -3.13
H  -1.77  -3.72  -5.33
H  -0.10  -3.83  -4.74
H  -0.58  -2.50  -5.83
C  -0.50  -5.26  1.29
O  -0.54  -4.32  2.34
C  0.59  -3.60  2.57
C  1.81  -3.88  1.96
C  2.96  -3.21  2.35
C  2.92  -2.30  3.39
C  1.70  -1.99  3.97
C  0.52  -2.59  3.54
N  -0.67  -2.19  4.18
C  -1.96  -2.09  3.83
C  -2.65  -2.01  2.62
C  -4.05  -2.29  2.70
C  -4.85  -2.32  1.61
C  -4.29  -2.04  0.33
C  -2.99  -1.71  0.19
C  -2.09  -1.59  1.33
O  -0.97  -1.09  1.19
H  -1.51  -5.65  1.20
H  0.19  -6.08  1.51
H  -0.21  -4.78  0.35
H  1.87  -4.60  1.16
H  3.89  -3.42  1.84
H  3.82  -1.79  3.72
H  1.65  -1.25  4.76
H  -0.49  -1.89  5.12
H  -2.59  -2.06  4.71
H  -4.46  -2.54  3.68
H  -5.90  -2.56  1.70
H  -4.94  -2.09  -0.54
H  -2.55  -1.48  -0.77
O  -1.79  3.47  -0.61
C  -1.67  3.28  -1.81
N  -1.31  2.11  -2.41
C  -1.24  2.29  -3.75
O  -0.91  1.46  -4.59
C  -1.63  3.72  -4.09
C  -1.70  4.40  -5.28
C  -2.07  5.74  -5.24
C  -2.35  6.36  -4.03
C  -2.27  5.66  -2.82
C  -1.90  4.34  -2.88
H  -1.48  3.90  -6.22
H  -2.13  6.31  -6.16
H  -2.63  7.41  -4.02
H  -2.49  6.14  -1.88

- HOMO-LUMO gap (eV) = 6.180
- total charge = -1
- LUMO energy (Ha) = 0.0613
- HOMO energy (eV) = -4.511

These are the Löwdin partial charges, in e, on atoms 1 to 2: 0.76 -0.09

Stability, lowest: arrangement Q

Arrangement P

One molecule with the formula C12H14N2, computed with wB97M-V/def2-TZVPD.

Geometry (Å):
C  -0.20  2.83  0.08
N  -0.15  1.38  -0.03
C  0.97  0.59  -0.09
C  0.65  -0.76  -0.07
C  -0.81  -0.82  -0.01
C  -1.82  -1.85  -0.07
C  -3.15  -1.45  -0.07
C  -3.52  -0.07  0.03
C  -2.58  0.95  0.05
C  -1.25  0.52  0.01
C  1.68  -1.86  0.09
C  3.09  -1.22  0.31
N  3.31  0.03  -0.33
C  2.36  1.11  0.00
H  -0.31  3.34  -0.91
H  -1.02  3.16  0.75
H  0.84  3.16  0.53
H  -1.48  -2.88  -0.20
H  -3.88  -2.25  -0.10
H  -4.63  0.16  0.05
H  -2.92  2.01  0.19
H  1.72  -2.43  -0.80
H  1.35  -2.47  0.99
H  3.91  -1.89  0.05
H  3.30  -1.07  1.41
H  3.32  -0.10  -1.37
H  2.51  1.97  -0.63
H  2.57  1.49  1.05

- SMILES = Cn1c2c(c3ccccc31)CCNC2
- HOMO-LUMO gap (eV) = 8.313
- LUMO energy (Ha) = 0.0300
- HOMO energy (eV) = -7.495

These are the natural (NBO) partial charges, in e, on atoms 1 to 2: -0.41 -0.36

Arrangement Q

One molecule with the formula C12H14N2, computed with wB97M-V/def2-TZVPD.

Geometry (Å):
C  -1.17  -0.59  4.29
C  -0.97  -0.57  2.76
C  -0.45  0.59  2.17
C  -0.49  0.40  0.83
N  -1.05  -0.84  0.61
C  -1.32  -1.40  1.85
C  -1.22  -1.45  -0.75
C  0.00  -1.12  -1.57
N  0.32  0.33  -1.47
C  1.19  1.00  -2.28
C  1.70  0.52  -3.64
C  1.54  2.11  -1.58
C  0.85  2.21  -0.34
C  0.18  1.05  -0.26
H  -1.40  -1.62  4.62
H  -0.37  -0.18  4.84
H  -1.90  0.17  4.56
H  -0.15  1.44  2.73
H  -1.83  -2.38  1.98
H  -1.12  -2.56  -0.77
H  -2.08  -1.14  -1.32
H  0.87  -1.64  -1.09
H  0.00  -1.36  -2.59
H  2.66  0.00  -3.49
H  1.85  1.40  -4.20
H  1.04  -0.20  -4.23
H  2.25  2.78  -2.02
H  1.07  3.03  0.38

- SMILES = Cc1cc2n(c1)CCn1c(C)ccc1-2
- HOMO-LUMO gap (eV) = 7.802
- LUMO energy (Ha) = 0.0287
- HOMO energy (eV) = -7.020

These are the natural (NBO) partial charges, in e, on atoms 1 to 2: -0.62 -0.07

Stability, lowest: arrangement Q

Arrangement P

An isolated ion of composition C2H8N3O and charge +1, computed with wB97M-V/def2-TZVPD.

Geometry (Å):
C  -1.57  0.73  -0.21
C  -0.07  0.66  -0.41
N  0.45  0.18  1.03
N  1.17  -0.93  0.96
N  0.33  -0.45  -1.22
O  1.50  -0.86  -0.93
H  -1.95  -0.11  0.25
H  -2.02  0.88  -1.11
H  -1.67  1.59  0.34
H  0.34  1.53  -0.76
H  1.05  0.84  1.48
H  2.13  -1.21  1.19
H  0.72  -1.82  0.96
H  -0.40  -1.04  -1.57

- SMILES = C[C@@H](NN)[NH+]=O
- HOMO-LUMO gap (alpha / beta) (eV) = 8.973 / 8.964
- total charge = +1
- LUMO energy (alpha / beta) (Ha) = -0.2154 / -0.2157
- HOMO energy (alpha / beta) (eV) = -14.836 / -14.834

These are the natural (NBO) partial charges, in e, on atoms 1 to 2: -0.61 0.06

Arrangement Q

A 2-piece molecular cluster, C2H8N3O overall, computed with wB97M-V/def2-TZVPD.

Geometry (Å):
N  0.91  -1.66  0.03
C  0.96  -0.99  -1.19
N  0.10  0.22  -1.40
O  1.70  -1.33  -2.10
H  0.46  -1.29  0.91
H  1.62  -2.38  0.20
H  0.73  0.95  -1.75
H  -0.61  0.02  -2.10
C  -1.29  1.59  1.55
N  -0.94  0.44  1.11
H  -0.73  2.17  2.33
H  -2.13  1.98  1.06
H  -0.40  0.34  -0.46
H  -0.39  -0.07  1.80

- HOMO-LUMO gap (eV) = 11.284
- total charge = +1
- LUMO energy (Ha) = -0.1443
- HOMO energy (eV) = -15.210

These are the natural (NBO) partial charges, in e, on atoms 1 to 2: -0.81 0.76

Arrangement R

A 2-piece molecular cluster, C2H8N3O overall, computed with wB97M-V/def2-TZVPD.

Geometry (Å):
C  0.62  -1.21  0.84
C  -0.24  1.19  -0.62
N  -0.54  -1.18  1.57
N  -0.92  2.07  -1.33
N  0.85  0.67  -0.95
O  1.20  -2.38  0.89
H  -0.74  0.72  0.31
H  -1.03  -0.22  1.60
H  -0.76  -2.01  2.22
H  -0.72  2.37  -2.31
H  -1.91  2.18  -1.08
H  2.04  -2.47  0.44
H  0.79  -0.51  0.23
H  1.37  0.77  -1.82

- HOMO-LUMO gap (eV) = 9.369
- total charge = +1
- LUMO energy (Ha) = -0.1551
- HOMO energy (eV) = -13.589

These are the natural (NBO) partial charges, in e, on atoms 1 to 2: 0.59 0.34

Arrangement S

A 2-piece molecular cluster, C2H8N3O overall, computed with wB97M-V/def2-TZVPD.

Geometry (Å):
C  -0.21  1.15  0.23
C  0.19  -1.09  0.84
N  -1.16  1.68  -0.57
N  0.84  1.50  0.77
N  -0.64  -0.17  0.50
O  0.82  -1.72  -0.99
H  1.28  -0.78  1.02
H  0.00  -2.05  1.20
H  -1.08  2.58  -0.91
H  -2.04  1.29  -0.36
H  1.30  2.40  0.44
H  0.49  -2.43  -1.53
H  -1.57  -0.42  0.17
H  1.79  -1.93  -0.80

- HOMO-LUMO gap (eV) = 9.991
- total charge = +1
- LUMO energy (Ha) = -0.1533
- HOMO energy (eV) = -14.162

These are the natural (NBO) partial charges, in e, on atoms 1 to 2: 0.56 0.19

Stability, lowest: arrangement P